{
  "formula": "C5H12N2O2",
  "method": "wB97M-V/def2-TZVPD",
  "species": ["C", "C", "C", "C", "N", "O", "O", "C", "N", "H", "H", "H", "H", "H", "H", "H", "H", "H", "H", "H", "H"],
  "coordinates": [[2.16814, 1.03798, -1.00624], [1.45541, 0.00951, -0.56597], [1.89217, -1.41451, -0.69179], [0.12229, 0.18142, 0.16884], [0.38213, 0.03439, 1.58535], [-0.41911, 1.54372, -0.03265], [-0.78368, -0.72926, -0.29040], [-2.40995, -0.13440, -0.23772], [-2.88800, -0.20193, 1.04488], [3.10534, 0.88353, -1.52298], [1.83802, 2.06142, -0.90124], [2.89146, -1.48411, -1.12408], [1.88538, -1.88288, 0.29610], [1.18156, -1.96321, -1.31201], [-0.46994, 0.16534, 2.11786], [1.06047, 0.72349, 1.88795], [-0.38302, 1.73804, -0.97943], [-2.68040, -0.97325, -0.86989], [-2.61834, 0.82427, -0.70919], [-2.60592, -1.04280, 1.53473], [-2.72401, 0.62323, 1.60789]],
  "forces_ev_per_angstrom": [[-0.1211, 0.0212, -0.1185], [-0.1609, 0.0180, 0.0892], [0.0304, -0.0865, 0.0210], [0.2662, 1.6176, 0.0841], [-0.1203, -0.0986, -0.0902], [0.6459, -0.5927, 0.1597], [-2.4472, 1.3100, -0.2737], [1.7911, -2.0584, -0.4993], [-0.0679, 0.1313, 0.6316], [0.0840, -0.0682, 0.0252], [-0.0398, 0.0344, 0.0970], [-0.0750, -0.0177, 0.0191], [0.0383, -0.0190, -0.0899], [0.0654, -0.0331, 0.0113], [0.0413, -0.0118, -0.0523], [-0.0297, 0.0131, -0.0426], [0.0491, -0.1348, 0.0958], [-0.5005, 0.1118, 0.1055], [0.7671, -0.1422, 0.0769], [-0.2078, 0.0712, -0.0973], [-0.0085, -0.0656, -0.1527]],
  "de_lowest_ev": 2.5286,
  "lumo_ev": 0.85,
  "orbital_gap_ev": 10.264
}


{
  "formula": "C16H30BFMnN2O12",
  "method": "wB97M-V/def2-TZVPD",
  "species": ["Mn", "F", "O", "C", "O", "B", "O", "C", "O", "O", "C", "O", "C", "O", "O", "C", "O", "C", "C", "N", "C", "C", "O", "C", "H", "H", "H", "H", "H", "H", "H", "H", "H", "H", "H", "H", "H", "H", "H", "C", "O", "C", "C", "N", "C", "C", "O", "C", "H", "H", "H", "H", "H", "H", "H", "H", "H", "H", "H", "H", "H", "H", "H"],
  "coordinates": [[-24.19204, 12.70300, -25.07449], [-26.12426, 12.43954, -25.07070], [-21.12666, 9.20461, -24.68418], [-21.72510, 9.07798, -25.70935], [-21.45636, 8.29483, -26.72488], [-22.39836, 8.53896, -27.84527], [-23.23491, 9.67692, -27.36040], [-22.96914, 9.90918, -26.10322], [-23.58603, 10.66257, -25.37804], [-23.19847, 7.35241, -28.12618], [-23.08361, 7.02607, -29.40068], [-23.57485, 6.10707, -29.97510], [-22.11851, 8.06074, -30.05219], [-21.69652, 8.86297, -29.07180], [-21.83088, 8.13824, -31.20306], [-21.71905, 9.76286, -21.19864], [-22.50597, 10.84395, -21.67939], [-23.81627, 10.47117, -22.09766], [-24.66355, 11.73390, -22.07902], [-23.97871, 12.80194, -22.81460], [-24.62113, 14.09565, -22.45617], [-24.23849, 15.28626, -23.32118], [-24.45286, 14.94793, -24.70928], [-24.34321, 16.09938, -25.50613], [-20.72195, 9.84669, -21.63055], [-22.12356, 8.80250, -21.52807], [-21.67774, 9.76660, -20.10802], [-24.24325, 9.74883, -21.39694], [-23.76242, 10.03874, -23.09904], [-24.95594, 11.94551, -21.04359], [-25.60642, 11.51022, -22.59295], [-23.08484, 12.86823, -22.32656], [-24.38820, 14.35846, -21.41202], [-25.70916, 14.01709, -22.45060], [-23.22421, 15.67500, -23.21693], [-24.99976, 16.03577, -23.08622], [-25.02269, 16.88492, -25.16582], [-24.68413, 15.84729, -26.51519], [-23.31683, 16.47020, -25.59410], [-20.00368, 15.33865, -22.27052], [-20.56670, 14.56592, -23.31233], [-20.54008, 13.18788, -23.04740], [-20.96035, 12.41492, -24.29904], [-21.93818, 13.19460, -25.11662], [-21.59958, 13.03931, -26.55516], [-22.62534, 13.63734, -27.45944], [-23.94123, 13.08111, -27.21684], [-24.77631, 13.18414, -28.35040], [-19.04613, 14.91319, -21.95262], [-20.69425, 15.37374, -21.41975], [-19.80898, 16.35113, -22.61500], [-21.14326, 12.93552, -22.16298], [-19.52566, 12.87379, -22.76163], [-21.46708, 11.51753, -23.94638], [-20.05521, 12.14498, -24.84135], [-21.71373, 14.15376, -24.85387], [-21.33044, 12.01368, -26.79980], [-20.67005, 13.59881, -26.75291], [-22.35883, 13.49553, -28.51069], [-22.73789, 14.72451, -27.35554], [-25.80926, 13.13343, -28.00918], [-24.58362, 12.37341, -29.05514], [-24.64699, 14.14403, -28.86224]],
  "forces_ev_per_angstrom": [[-0.8757, -0.3517, 0.1658], [0.4776, 0.1367, 0.1070], [0.1851, -0.0837, 0.4699], [-0.2602, -0.0205, -0.4598], [0.1020, 0.0892, 0.2568], [0.3921, -0.4728, -0.1849], [-0.1900, 0.2180, 0.6053], [-0.2877, -0.1642, -0.7612], [0.3905, -0.1466, 0.0698], [-0.2939, 0.1277, 0.5029], [0.5213, 0.0853, -0.7317], [-0.2596, -0.1325, 0.1667], [-0.2990, -0.1012, 0.1127], [-0.0023, 0.3646, 0.0484], [0.1424, 0.0059, -0.0913], [-0.0372, -0.1558, -0.3502], [-0.0395, -0.0651, 0.2082], [0.1684, 0.3275, 0.1650], [-0.7773, -1.3507, -0.5693], [-0.3402, 1.1044, 1.4530], [0.0696, 0.2943, 0.4275], [-0.9388, -0.5801, -0.6218], [0.3237, 0.2386, 0.7601], [-0.4405, 0.0610, -1.1046], [0.0564, 0.0504, 0.1497], [-0.0107, 0.0447, -0.0216], [0.0382, 0.0719, 0.0247], [-0.0535, -0.0620, -0.0647], [-0.0609, -0.0389, 0.0388], [0.4582, 0.5633, 0.0054], [0.1036, 0.1062, -0.0885], [0.2521, -0.2490, -0.6724], [0.1360, -0.0206, -0.1251], [0.0363, -0.3574, -0.4789], [0.0771, -0.0931, 0.2742], [0.4215, 0.3991, 0.1683], [0.1877, 0.0647, 0.2339], [0.0877, -0.1603, 0.1322], [0.0206, 0.0479, 0.3063], [-0.0011, -0.1372, 0.2075], [0.2316, 0.5547, -0.1997], [0.2374, -0.4108, 0.3820], [-0.7676, 0.0115, 0.7903], [0.9280, -0.3536, -0.4013], [0.9971, 0.8883, 0.3566], [-1.1098, 0.1206, -0.6678], [1.2432, 0.2632, -0.0755], [-0.7969, 0.0549, -0.2691], [-0.0717, -0.0300, 0.0691], [0.1414, 0.0018, 0.0715], [-0.1926, -0.0109, -0.2099], [-0.2178, 0.1345, -0.1966], [-0.0032, 0.0553, -0.1598], [0.2991, -0.2520, -0.2186], [-0.1462, 0.0461, -0.3624], [-0.3809, 0.1126, -0.2956], [-0.5256, -0.1944, 0.0756], [-0.0444, -0.1048, -0.0549], [0.0963, -0.3357, 0.0848], [0.3079, -0.0282, 0.3140], [0.0605, -0.1570, 0.0791], [0.0970, -0.0182, 0.0501], [0.1376, -0.0059, 0.1043]],
  "de_lowest_ev": 0.0000,
  "multiplicity": 6,
  "lumo_ev": [-0.02, -0.03],
  "orbital_gap_ev": [8.478, 9.276]
}


{
  "formula": "C27H80N6O13",
  "method": "wB97M-V/def2-TZVPD",
  "species": ["C", "C", "C", "O", "H", "H", "H", "H", "H", "H", "H", "H", "C", "C", "C", "O", "H", "H", "H", "H", "H", "H", "H", "H", "C", "C", "C", "O", "H", "H", "H", "H", "H", "H", "H", "H", "C", "C", "C", "O", "H", "H", "H", "H", "H", "H", "H", "H", "C", "C", "C", "O", "H", "H", "H", "H", "H", "H", "H", "H", "C", "C", "C", "O", "H", "H", "H", "H", "H", "H", "H", "H", "C", "C", "C", "O", "H", "H", "H", "H", "H", "H", "H", "H", "C", "C", "C", "O", "H", "H", "H", "H", "H", "H", "H", "H", "C", "O", "N", "N", "H", "H", "H", "H", "C", "O", "N", "N", "H", "H", "H", "H", "C", "O", "N", "N", "H", "H", "H", "H", "O", "H", "H", "O", "H", "H"],
  "coordinates": [[-6.59923, 1.53794, 0.17680], [-5.55979, 2.45587, -0.38618], [-4.55045, 1.68885, -1.28894], [-6.11784, 3.40954, -1.23600], [-6.73241, 1.73106, 1.24125], [-6.36661, 0.47348, 0.20709], [-7.56685, 1.72023, -0.29072], [-5.10972, 3.00283, 0.44230], [-3.84621, 2.45318, -1.61748], [-5.00444, 1.18190, -2.14041], [-4.04128, 0.85077, -0.81307], [-6.85946, 3.79856, -0.76668], [0.15429, 4.03135, 4.88369], [0.91572, 3.37187, 6.04849], [1.85905, 2.18727, 5.64723], [1.61851, 4.39676, 6.76930], [-0.65004, 4.64071, 5.29581], [-0.37503, 3.28874, 4.28666], [0.81555, 4.65733, 4.28454], [0.10016, 3.07815, 6.70932], [1.27914, 1.46197, 5.07648], [2.22122, 1.73051, 6.56826], [2.75073, 2.46345, 5.08444], [2.00855, 4.05071, 7.57535], [2.48712, -2.87330, -3.94246], [3.64829, -2.82842, -4.92174], [4.55137, -4.06662, -4.94521], [3.07305, -2.70331, -6.16106], [2.85084, -2.98471, -2.92100], [1.73699, -3.65071, -4.08753], [2.08231, -1.86142, -3.96014], [4.28256, -1.97623, -4.67767], [5.09827, -4.22729, -4.01613], [5.28299, -4.08343, -5.75302], [3.93862, -4.96778, -4.96881], [2.89544, -3.63414, -6.31471], [-0.65585, -5.70171, 1.55162], [-0.38127, -5.63349, 3.07569], [-0.59952, -4.29679, 3.64221], [-1.22055, -6.51421, 3.80686], [0.15226, -5.31584, 0.93019], [-1.41559, -4.96621, 1.28720], [-0.90650, -6.65973, 1.09612], [0.67396, -5.83295, 3.26223], [-1.65046, -4.05170, 3.48872], [0.01593, -3.52414, 3.18143], [-0.49050, -4.25310, 4.72587], [-0.68635, -7.30445, 3.91523], [-1.54109, 2.28245, -4.21723], [-0.82725, 1.21059, -3.43332], [-0.53003, 0.00652, -4.35511], [0.40199, 1.71038, -2.89588], [-1.29553, 3.23549, -3.74872], [-2.61674, 2.11219, -4.17157], [-1.30226, 2.27663, -5.28073], [-1.44818, 0.90030, -2.59292], [-0.26202, -0.82568, -3.70417], [0.26137, 0.19170, -5.08140], [-1.50695, -0.27042, -4.75139], [1.16446, 1.57340, -3.46288], [4.65250, 1.43435, 0.26940], [4.59012, 0.32199, -0.77258], [3.43176, 0.45917, -1.78653], [5.78160, 0.37321, -1.46140], [5.37885, 1.23142, 1.05638], [3.75507, 1.46329, 0.88737], [4.73865, 2.41672, -0.19495], [4.55116, -0.66137, -0.30398], [3.62006, 1.41312, -2.27910], [2.38785, 0.58861, -1.50089], [3.38524, -0.29047, -2.57646], [5.68812, 1.08582, -2.09784], [2.51594, 4.05892, -1.84007], [1.70451, 3.87108, -0.55911], [1.74471, 5.00405, 0.38991], [0.35347, 3.66437, -0.84095], [2.10077, 4.93375, -2.34048], [2.46862, 3.21156, -2.52405], [3.58252, 4.11746, -1.62308], [2.22624, 2.99047, -0.18438], [2.74656, 5.33522, 0.66329], [1.25249, 4.81858, 1.34460], [1.25775, 5.92261, 0.06248], [0.37546, 3.09391, -1.61276], [-2.36652, -2.34474, -1.28777], [-1.60671, -3.50951, -1.90432], [-0.16366, -3.32794, -1.64924], [-2.20809, -4.60336, -1.27465], [-3.36840, -2.30331, -1.71511], [-1.97716, -1.34210, -1.46444], [-2.34426, -2.35988, -0.19810], [-1.81405, -3.48961, -2.97423], [0.05534, -3.26276, -0.58346], [0.24849, -2.41508, -2.07926], [0.49154, -4.09579, -2.06060], [-1.62157, -5.34833, -1.42505], [-3.49552, -1.16930, 3.27087], [-3.67972, -0.15888, 3.89221], [-4.16002, -2.24245, 3.33314], [-2.61363, -1.34858, 2.32225], [-4.99004, -2.28692, 3.90690], [-4.04573, -2.89388, 2.56980], [-2.59143, -2.24644, 1.86025], [-2.19129, -0.48299, 2.01814], [1.74155, -1.32292, 3.62568], [2.48690, -1.81690, 4.43204], [0.65796, -0.70619, 3.90055], [1.89835, -1.45305, 2.34913], [0.42406, -0.51228, 4.86378], [0.03061, -0.51732, 3.13188], [1.19608, -1.10503, 1.71211], [2.73339, -1.95523, 2.08338], [-2.07447, 2.28451, 1.62466], [-1.43594, 1.22716, 1.61986], [-1.85033, 3.35555, 0.98214], [-3.19400, 2.30593, 2.30798], [-0.97443, 3.42221, 0.48369], [-2.41080, 4.14546, 1.26852], [-3.49815, 1.49511, 2.82775], [-3.82955, 3.08622, 2.39348], [2.43441, 1.54899, -4.79637], [1.99515, 1.14584, -5.54521], [3.36125, 1.55313, -5.03550], [0.49893, -0.29401, 0.00768], [0.56008, 0.18921, -0.81633], [-0.20305, 0.14246, 0.49032]],
  "forces_ev_per_angstrom": [[-0.8954, -0.4744, 1.3874], [0.9936, -1.4543, -0.8201], [0.1288, 0.5055, 0.7230], [-0.6611, 0.8737, -0.6775], [-0.2136, 0.3091, 0.1623], [0.1306, -0.0171, -0.6611], [0.0127, -0.3044, -0.1817], [0.7172, -0.2895, -0.0375], [0.2851, -0.3513, -0.2894], [-0.5432, 0.5775, -0.1354], [0.2437, 0.3588, 0.6240], [-0.1384, 0.2512, -0.1201], [0.2655, -0.0052, 0.5292], [0.2303, 0.0472, -0.3227], [-0.9923, 0.7349, 0.6786], [0.0307, 0.3538, -0.6302], [0.1914, 0.3225, 0.0764], [0.3781, -0.1971, -0.1916], [-0.0558, -0.1026, -0.1694], [0.1523, -0.9059, 0.1597], [0.2032, -0.0229, 0.0409], [-0.0455, -0.2517, 0.0053], [-0.2475, 0.3948, -0.1574], [-0.0724, -0.2831, -0.0507], [0.9779, 0.5659, 1.3409], [0.7922, -0.8790, 1.6309], [-0.0267, -0.3799, 1.0662], [-0.2455, 0.2071, -1.9313], [0.0944, -0.1571, 0.2256], [0.0708, 0.1148, -0.4846], [-0.6275, -0.1876, -0.1372], [-0.1248, 0.3262, -0.2159], [0.1475, 0.4157, 0.1448], [-0.2292, 0.2132, -0.1137], [-0.2425, -0.1697, -0.4886], [-0.5611, 0.0151, -1.0436], [0.0776, 0.9953, -0.2073], [0.6780, -0.5472, -0.9099], [-0.9838, 1.6012, 0.2428], [0.3284, -0.5569, -0.0867], [0.6558, -0.0638, 0.3692], [-0.6271, -0.3070, 0.1394], [-0.1568, -0.1912, 0.5903], [0.1600, -0.6530, -0.0246], [-0.2013, 0.3069, -0.1594], [0.0357, -0.0116, -0.0151], [0.4241, -0.2225, -0.0656], [-0.3703, -0.3190, 0.1613], [-0.4458, 0.2816, 0.2057], [1.1081, -0.4717, -1.3863], [-0.9619, -0.1085, 1.7951], [-0.4870, 0.0836, 1.2105], [-0.2454, 0.1808, -0.2724], [-0.1081, 0.1389, 0.1143], [0.3903, 0.1596, 0.0475], [0.1299, -0.0559, 0.1309], [0.4052, -0.1804, -0.1854], [-0.4431, 0.0158, -0.1186], [0.2671, -0.0881, -0.7317], [0.1191, -0.0979, -0.5203], [-1.3811, -0.5043, 0.9343], [-1.5714, 0.0375, 0.7121], [-0.0866, 0.7910, -0.2983], [1.4558, -0.4571, -1.2730], [0.6666, 0.1805, -0.5847], [-0.5427, 0.0228, -0.2484], [0.3892, -0.0197, 0.0164], [-0.0232, 0.0201, 0.2170], [0.1578, 0.1824, -0.3756], [0.2753, -0.2176, 0.9383], [0.5342, -0.2642, 0.1523], [0.3056, 0.1374, -0.1540], [-0.3254, 0.6182, -0.2056], [1.3916, -0.3930, -0.5982], [0.6139, 1.4942, 1.3656], [-0.4215, -0.3325, -0.1641], [0.5106, 0.1966, -0.3332], [-0.5200, -0.0682, 0.1196], [-0.0048, 0.5986, 0.1473], [-0.6175, -0.4093, 1.0312], [0.2661, -0.2969, -0.1186], [-0.0755, -0.5713, 0.0102], [-0.1546, -0.1477, -0.7117], [-0.6387, -0.6163, -0.5243], [-0.2778, 1.1913, -0.3294], [-1.0411, 2.0765, 0.2677], [1.8213, -0.1987, 0.3343], [0.3614, -1.1149, -0.0526], [-0.2798, -0.2450, 0.5355], [0.5351, -0.0540, -0.5703], [-0.3343, -0.5806, -0.0634], [0.0208, -0.2864, -0.2994], [-0.1191, -0.0291, 0.1400], [-0.3908, 0.1994, -0.0717], [-0.1923, -0.4628, -0.0308], [-0.1234, -0.4329, 0.0984], [1.1414, 1.6695, -0.9159], [-0.3359, 2.3044, 1.5340], [-4.9309, -5.4970, 1.8024], [3.2075, 1.2147, -2.0841], [0.2064, -0.1902, -0.1177], [-0.6321, -0.1413, 0.6821], [0.6360, 0.8024, -0.2348], [0.6632, -0.1080, -0.6961], [1.6218, -1.7180, 1.0132], [1.7775, -0.5710, 1.9068], [-4.5011, 2.7540, 1.7608], [1.3354, -0.8297, -4.0296], [-0.2336, -0.1634, -0.4297], [-0.3498, 0.4402, 0.7648], [0.8336, -0.1882, -0.5260], [-0.4428, 0.1656, -0.4648], [-1.1696, -3.4103, 1.5189], [1.5315, -0.8050, -0.6760], [1.5345, 3.5120, -2.0927], [-3.2814, -0.0834, 2.2687], [0.1540, 0.5862, -0.3971], [0.5828, 0.1579, -0.5831], [0.3628, -0.3441, 0.2270], [0.4591, 0.0265, -0.2695], [-0.0604, 0.0489, 0.0447], [-0.1074, -0.1019, -0.3112], [0.3179, 0.0247, 0.0720], [0.2168, -0.5856, -0.1095], [0.0128, 0.2345, -0.2987], [-0.6057, 0.7080, 0.3687]],
  "de_lowest_ev": 1.5796,
  "lumo_ev": 0.04,
  "orbital_gap_ev": 9.112
}


{
  "formula": "CH3IOP2",
  "method": "wB97M-V/def2-TZVPD",
  "species": ["O", "P", "I", "P", "C", "H", "H", "H"],
  "coordinates": [[1.87891, -0.67728, -0.01502], [1.11423, 0.26493, 1.03249], [0.34954, -1.17240, 2.85584], [0.91538, 2.25818, 0.59040], [-0.34582, 0.75221, 0.05792], [1.40771, -1.40759, -0.38671], [-1.34053, 0.80968, 0.58537], [-0.29950, 0.55525, -1.02134]],
  "forces_ev_per_angstrom": [[1.7870, 0.3331, 0.6896], [-2.2496, 0.0753, -1.8684], [0.3509, 0.1439, -0.0491], [-0.4451, -0.7686, 0.1435], [0.3064, 1.2131, 1.5356], [-0.7017, -0.7516, -0.1397], [1.1676, -0.1616, -0.8547], [-0.2155, -0.0836, 0.5432]],
  "de_lowest_ev": 1.1433,
  "lumo_ev": -1.09,
  "orbital_gap_ev": 6.862
}